[1]
One molecule with the formula C5H10O, computed with ωB97M-V/def2-TZVPD.

- DFT total energy (eV) = -7394.4847
- total charge = 0
- LUMO (eV) = 1.042
- multiplicity = 1
- highest occupied orbital energy (eV) = -9.8
- energy above the lowest of the compared OMol25 structures with the same formula, charge and spin (kcal/mol) = 6.5
- SMILES string = CC(C)CC=O
- max |F| (eV Å⁻¹) = 0.45

Each line ends with the natural charge from an NBO analysis.
Geometry (Å):
H: -1.4319 0.9622 -0.0973  0.220
H: 1.7972 -0.0014 1.5634  0.211
H: 0.3456 -2.0928 1.4637  0.212
C: -0.4049 -1.5282 0.8985  -0.600
H: -0.9094 1.9584 -2.2778  0.106
H: 0.9621 -0.8690 -0.6237  0.214
C: 0.2554 -0.4158 0.0830  -0.224
C: -0.1982 1.2449 -1.8058  0.449
H: -1.1225 -1.1162 1.6200  0.200
H: 1.5390 1.3126 0.4040  0.222
H: -1.4574 -0.3424 -1.2684  0.235
C: -0.7830 0.3499 -0.7401  -0.511
H: -0.9426 -2.2352 0.2558  0.206
O: 0.9525 1.2078 -2.1714  -0.528
H: 0.3626 1.0276 1.7065  0.196
C: 1.0352 0.5377 0.9896  -0.608

=====

[2]
One molecule with the formula CH4N2O2S at a distorted geometry, computed with ωB97M-V/def2-TZVPD.

- DFT total energy (eV) = -19010.5940
- total charge = 0
- LUMO (eV) = 0.681
- multiplicity = 1
- highest occupied orbital energy (eV) = -9.8
- energy above the lowest of the compared OMol25 structures with the same formula, charge and spin (kcal/mol) = 30.7
- max |F| (eV Å⁻¹) = 3.59

Each line ends with the natural charge from an NBO analysis.
Geometry (Å):
S: -2.2224 -0.3251 -0.5227  1.388
O: -0.6765 -0.8756 -0.4091  -0.726
H: -1.9902 0.8748 -1.2069  0.022
H: 2.2584 -0.1519 0.6593  0.380
O: -2.6053 0.2783 0.7211  -0.946
H: 1.4925 -1.5153 0.9787  0.394
N: 1.5120 -0.7904 0.3722  -0.815
C: 0.4441 -0.0874 -0.0776  0.699
H: 1.3398 1.4574 -0.1747  0.333
N: 0.4475 1.1353 -0.3403  -0.729

=====

[3]
A 2-piece molecular cluster, C4H12S overall at a distorted geometry, computed with ωB97M-V/def2-TZVPD.

- DFT total energy (eV) = -15177.3661
- total charge = 0
- LUMO (eV) = 1.019
- multiplicity = 1
- highest occupied orbital energy (eV) = -8.5
- energy above the lowest of the compared OMol25 structures with the same formula, charge and spin (kcal/mol) = 7.8
- SMILES string = CSC.CC
- max |F| (eV Å⁻¹) = 2.19

Each line ends with the natural charge from an NBO analysis.
Geometry (Å):
H: -0.4237 0.5759 -1.8853  0.212
H: 3.1163 -0.7407 2.9547  0.203
H: -1.0527 -1.0943 -1.4376  0.234
H: -3.5140 2.6623 -0.5659  0.229
H: 3.6766 -0.6200 1.3254  0.192
H: -3.2814 1.9305 -2.2494  0.214
C: 2.7474 -0.6259 1.9340  -0.603
H: 2.2980 0.3469 1.7733  0.205
H: 0.9086 -1.4961 1.9602  0.206
H: 2.2174 -2.7810 1.7228  0.208
C: -1.2741 -0.0622 -1.6900  -0.750
C: -2.8594 2.1649 -1.2762  -0.724
H: 1.7345 -1.7028 0.3888  0.199
C: 1.8525 -1.7868 1.4768  -0.610
H: -1.9513 2.7683 -1.3992  0.210
H: -1.8523 -0.1624 -2.6224  0.209
S: -2.3424 0.6235 -0.4099  0.167

=====

[4]
One molecule with the formula C4H8O at a distorted geometry, computed with ωB97M-V/def2-TZVPD.

- DFT total energy (eV) = -6322.5154
- total charge = 0
- LUMO (eV) = 0.970
- multiplicity = 1
- highest occupied orbital energy (eV) = -9.4
- energy above the lowest of the compared OMol25 structures with the same formula, charge and spin (kcal/mol) = 61.2
- SMILES string = CC1(O)CC1
- max |F| (eV Å⁻¹) = 3.73

Each line ends with the natural charge from an NBO analysis.
Geometry (Å):
H: -0.0769 0.9269 -2.0739  0.231
H: -0.7660 -1.9699 -0.7106  0.474
H: 0.9250 0.5160 1.7999  0.218
H: 1.8918 -0.5069 0.7431  0.225
C: 0.0361 -0.2956 -0.2502  0.262
C: -0.0032 1.0219 -0.9850  -0.437
H: 0.6141 1.8638 -0.6776  0.207
C: 0.8847 -0.3661 1.1118  -0.672
C: -1.1727 0.5945 -0.1334  -0.518
H: -0.8195 0.5048 0.9038  0.266
H: -2.1759 0.4313 -0.5579  0.230
H: 0.6125 -1.2195 1.7618  0.214
O: 0.0501 -1.5012 -0.9319  -0.698

=====

[5]
One molecule with the formula C5H9NO2 at a distorted geometry, computed with ωB97M-V/def2-TZVPD.

- DFT total energy (eV) = -10913.0842
- total charge = 0
- LUMO (eV) = 0.720
- multiplicity = 1
- highest occupied orbital energy (eV) = -7.0
- energy above the lowest of the compared OMol25 structures with the same formula, charge and spin (kcal/mol) = 80.5
- SMILES string = C/C(N)=C/C=C(O)O
- max |F| (eV Å⁻¹) = 1.41

Each line ends with the natural charge from an NBO analysis.
Geometry (Å):
H: 2.5757 -0.9510 1.1595  0.489
C: -0.8014 -0.0432 -0.0111  0.114
O: 1.7579 0.9347 0.4475  -0.719
H: 1.4282 -0.9376 -2.2309  0.205
C: -0.4170 0.0433 -1.4014  -0.211
H: -1.0002 0.5169 -2.1884  0.196
C: 0.8761 -0.4254 -1.4471  -0.322
H: -0.9834 -1.3805 1.5149  0.362
H: -2.3293 0.8819 1.2175  0.223
C: -1.4175 1.1434 0.6775  -0.663
O: 1.9026 -1.3022 0.5594  -0.699
H: -0.7950 -2.0731 0.0384  0.372
N: -1.2173 -1.2948 0.5304  -0.817
C: 1.2942 -0.2646 -0.0823  0.542
H: 1.4813 1.6514 -0.1351  0.491
H: -1.6505 1.9326 -0.0429  0.214
H: -0.7044 1.5683 1.3943  0.224

=====

Which value of DFT total energy does entry 3 give? -15177.3661 eV

=====

Among the records above, which one has the highest highest occupied orbital energy? C5H9NO2

=====

The lowest DFT total energy belongs to which entry? CH4N2O2S

=====

What is the highest occupied orbital energy in the third record? -8.5 eV